Entry 1:
DFT (ωB97M-V/def2-TZVPD) results for a structure of composition C37H26F10N9O3SV.

```
87
Properties=species:S:1:pos:R:3:lowdin_charge:R:1
V -0.1578 -0.3425 -0.1270 0.824
C -1.0195 2.6426 -0.3712 -0.068
N -1.5286 1.3544 0.1087 -0.299
C -1.7257 1.3849 1.5764 -0.177
C -0.3874 1.4316 2.2929 -0.236
N 0.5202 0.4943 1.6397 -0.125
C 1.5366 -0.0123 2.4413 -0.209
C 2.8660 0.4003 2.3117 -0.161
F 3.1686 1.4123 1.4810 0.089
C 3.9089 -0.1808 3.0084 -0.148
F 5.1682 0.2406 2.8244 0.108
C 3.6532 -1.1877 3.9147 -0.150
F 4.6544 -1.7565 4.5980 0.111
C 2.3494 -1.5930 4.1183 -0.145
F 2.0940 -2.5661 5.0029 0.111
C 1.3246 -1.0076 3.3976 -0.151
F 0.0772 -1.4616 3.5941 0.104
C -2.7608 0.9858 -0.6073 -0.180
C -3.2287 -0.4022 -0.1978 -0.228
N -2.0836 -1.3150 -0.1474 -0.074
C -2.3450 -2.6053 0.1844 -0.188
C -1.3294 -3.5735 0.0331 -0.143
F -0.1588 -3.1608 -0.5176 0.036
C -1.4267 -4.8947 0.3970 -0.152
F -0.3691 -5.7104 0.2575 0.099
C -2.6086 -5.3899 0.9041 -0.164
F -2.7232 -6.6768 1.2725 0.097
C -3.6604 -4.5101 1.0284 -0.155
F -4.8254 -4.9525 1.5228 0.108
C -3.5384 -3.1755 0.6843 -0.130
F -4.6466 -2.4253 0.8893 0.066
H -1.6893 3.4640 -0.0883 0.096
H -0.0308 2.8327 0.0460 0.086
H -0.9452 2.6206 -1.4572 0.080
H -2.3649 2.2307 1.8638 0.129
H -2.2212 0.4602 1.8630 0.112
H 0.0181 2.4561 2.2806 0.106
H -0.5646 1.1924 3.3477 0.118
H -3.5555 1.7211 -0.4258 0.129
H -2.5293 1.0045 -1.6730 0.113
H -3.7565 -0.3296 0.7559 0.101
H -3.9782 -0.7248 -0.9290 0.126
C 4.3215 -0.8248 -1.1412 -0.034
C 3.0318 -0.4270 -0.8476 -0.140
N 2.1299 -1.2351 -0.2819 0.047
C 2.5114 -2.4822 -0.0005 -0.082
C 3.7579 -2.9962 -0.3289 -0.210
C 4.6890 -2.1341 -0.8862 -0.007
C 4.0093 -4.4469 -0.1468 -0.035
C 3.3746 -5.4031 -0.8156 -0.024
C 2.3898 -5.2003 -1.9046 -0.273
C 1.4133 -6.1534 -2.1483 -0.020
C 0.4854 -5.8751 -3.1343 -0.120
N 0.5259 -4.7606 -3.8606 0.097
C 1.5353 -3.9358 -3.5871 -0.188
N 2.4647 -4.0943 -2.6506 0.152
H 5.0151 -0.1209 -1.5808 0.110
H 2.7165 0.5911 -1.0363 0.098
H 1.7822 -3.1224 0.4782 0.122
H 5.6728 -2.4971 -1.1579 0.122
H 4.7367 -4.7365 0.6067 0.114
H 3.5691 -6.4369 -0.5487 0.110
H 1.3534 -7.0592 -1.5593 0.112
H -0.3258 -6.5630 -3.3491 0.113
H 1.6056 -3.0366 -4.1914 0.108
O -3.2263 -2.0462 -8.4383 -0.369
S -2.6175 -1.1601 -9.4069 0.382
O -2.0742 -1.8123 -10.5788 -0.365
O -3.3458 0.0723 -9.6615 -0.365
C -1.1436 -0.5047 -8.5524 -0.327
N -0.1863 0.0516 -9.3108 0.124
C 0.8504 0.5605 -8.6679 -0.126
C 0.9654 0.5421 -7.2862 -0.014
C -0.0798 -0.0393 -6.5940 -0.236
N -1.1239 -0.5672 -7.2196 0.169
C -0.0996 -0.1213 -5.1078 -0.132
C 0.6125 0.7675 -4.3145 0.000
C 0.5515 0.6476 -2.9423 -0.137
N -0.1639 -0.2943 -2.3127 -0.020
C -0.8575 -1.1497 -3.0839 -0.094
C -0.8575 -1.0931 -4.4665 0.024
H 1.6293 1.0057 -9.2808 0.106
H 1.8390 0.9447 -6.7914 0.098
H 1.1951 1.5653 -4.7546 0.111
H 1.0845 1.3456 -2.3069 0.099
H -1.4375 -1.8920 -2.5525 0.108
H -1.4429 -1.7863 -5.0576 0.129
```

Values from the calculation:
Relative energy (zero: lowest compared OMol25 entry of this formula, charge and spin)   0.0 kJ/mol
LUMO level (alpha / beta)   1.400 / 1.370 eV
Spin multiplicity   4
Net charge   -1
Expectation value of S²   3.759

***

Entry 2:
DFT (ωB97M-V/def2-TZVPD) results for the molecule C3H6BrN3O at a distorted geometry.

```
14
Properties=species:S:1:pos:R:3:lowdin_charge:R:1
C -0.5954 0.8815 0.7506 0.057
C -0.2581 1.2763 -1.2896 -0.615
C 0.6750 -1.3698 1.3905 -0.042
N -0.2261 -0.9639 -0.6305 0.081
N -0.2437 -0.5126 0.6341 -0.267
N -0.1349 -0.1466 -1.5889 -0.386
O -0.0982 -0.5713 -2.7594 -0.070
Br 1.1995 2.2414 -1.7518 0.802
H 0.0709 1.3904 1.3853 0.075
H -1.6152 0.9023 0.7839 0.057
H -1.1818 1.5653 -1.5209 0.027
H 1.0062 -2.1002 0.6019 0.097
H 1.3479 -0.6287 1.8070 0.073
H 0.0540 -1.9641 2.1878 0.108
```

Values from the calculation:
Relative energy (zero: lowest compared OMol25 entry of this formula, charge and spin)   376.9 kJ/mol
LUMO level (alpha / beta)   0.502 / 0.502 eV
Net charge   0

***

Number 1 is which compound? C37H26F10N9O3SV